{
  "formula": "C35H33FN4O3PtS2",
  "method": "ωB97M-V with the def2-TZVPD basis set",
  "relative_energy_kcal_mol": 31.0,
  "total_energy_ha": -2813.795879,
  "charge": 0,
  "species": ["Pt", "S", "S", "F", "O", "O", "O", "N", "N", "N", "N", "C", "C", "C", "C", "C", "C", "C", "C", "C", "C", "C", "C", "C", "C", "C", "C", "C", "C", "C", "C", "C", "C", "C", "C", "C", "C", "C", "C", "C", "C", "C", "C", "C", "C", "C", "H", "H", "H", "H", "H", "H", "H", "H", "H", "H", "H", "H", "H", "H", "H", "H", "H", "H", "H", "H", "H", "H", "H", "H", "H", "H", "H", "H", "H", "H", "H", "H", "H"],
  "xyz": [[-0.201, -1.034, -0.806], [-2.813, 4.876, -0.892], [-5.224, -1.408, 0.241], [0.416, -0.974, 2.052], [-1.965, -1.903, -1.391], [-6.325, -2.275, -0.057], [-5.494, -0.052, 0.637], [-1.302, 0.615, -0.519], [-4.135, -1.394, -0.995], [-3.835, 5.766, 3.468], [1.680, -0.769, -0.464], [-4.603, 4.972, 2.726], [2.589, -3.402, -0.834], [2.353, -0.529, 0.735], [0.928, 1.568, -3.165], [-4.148, -2.180, 1.420], [-2.127, -3.431, 2.772], [3.721, -0.069, 3.171], [-2.992, -1.880, -0.615], [2.377, -0.397, 3.176], [4.388, 0.016, 1.957], [2.323, 1.471, -2.542], [2.507, -0.989, -1.626], [-1.326, 2.854, 0.287], [3.718, -0.211, 0.769], [2.830, 0.033, -2.550], [-2.762, 6.292, 2.889], [2.389, 2.225, -1.216], [1.430, -4.202, -1.433], [-2.654, 2.249, -1.603], [-2.937, -2.397, 0.792], [-3.346, -3.190, 3.398], [1.724, -0.622, 1.980], [-3.212, 5.216, 0.810], [-2.168, 0.963, -1.489], [-2.403, 6.049, 1.570], [-2.224, 3.217, -0.711], [3.753, -4.317, -0.459], [2.993, -2.296, -1.784], [-4.386, -2.560, 2.723], [4.147, -1.594, -3.780], [3.660, -0.311, -3.615], [-1.908, -3.039, 1.457], [-0.895, 1.552, 0.353], [-4.344, 4.670, 1.397], [3.808, -2.579, -2.873], [1.660, 1.857, -0.499], [4.794, -1.824, -4.617], [4.240, 0.104, 4.104], [0.579, 2.603, -3.155], [-2.501, 0.171, -2.142], [-5.341, -2.383, 3.198], [4.184, -3.584, -3.010], [-0.962, -3.228, 0.966], [0.209, 0.960, -2.618], [1.080, -4.963, -0.734], [-5.474, 4.552, 3.214], [3.374, 2.163, -0.757], [1.813, -0.497, 4.094], [2.169, 3.279, -1.397], [-1.522, 6.507, 1.142], [-0.973, 3.570, 1.015], [-1.340, -3.933, 3.317], [1.739, -4.702, -2.353], [4.618, -3.745, -0.122], [5.442, 0.261, 1.933], [-3.371, 2.480, -2.377], [-2.148, 6.938, 3.506], [0.936, 1.218, -4.198], [-5.002, 4.015, 0.842], [-0.222, 1.220, 1.131], [3.000, 1.994, -3.225], [4.257, -0.149, -0.167], [-3.489, -3.506, 4.423], [3.454, -4.986, 0.349], [3.922, 0.457, -4.335], [2.225, -2.949, 0.088], [4.066, -4.943, -1.296], [0.579, -3.555, -1.680]]
}

{
  "formula": "C35H33N7S5SbSc",
  "method": "ωB97M-V with the def2-TZVPD basis set",
  "relative_energy_kcal_mol": 0.0,
  "total_energy_ha": -4729.045769,
  "charge": -2,
  "species": ["Sb", "Sc", "S", "S", "S", "S", "S", "N", "N", "N", "N", "N", "N", "N", "C", "C", "C", "C", "C", "C", "C", "C", "C", "C", "C", "C", "C", "C", "C", "C", "C", "C", "C", "C", "C", "C", "C", "C", "C", "C", "C", "C", "C", "C", "C", "C", "C", "C", "C", "H", "H", "H", "H", "H", "H", "H", "H", "H", "H", "H", "H", "H", "H", "H", "H", "H", "H", "H", "H", "H", "H", "H", "H", "H", "H", "H", "H", "H", "H", "H", "H", "H"],
  "xyz": [[-2.232, -2.324, -1.906], [-0.448, -0.285, 0.046], [-1.170, -0.460, 3.130], [-1.351, -2.599, 0.299], [-1.255, -0.191, -2.352], [-1.256, -3.843, -3.336], [-4.501, -2.174, -1.798], [-0.174, 1.832, 4.086], [1.251, -0.217, 1.648], [1.073, 1.587, -0.637], [-0.443, 3.385, -0.348], [1.200, 0.719, 2.657], [1.686, 3.817, -1.036], [1.500, -1.519, -0.631], [0.752, 2.841, -0.638], [3.280, -1.146, 2.660], [5.055, -1.651, 4.760], [1.484, 5.296, 0.909], [2.859, 5.904, -0.989], [-2.487, 5.257, 0.010], [3.432, 5.580, -2.339], [3.641, -3.155, -1.204], [2.909, 0.938, -2.128], [3.573, -2.498, 0.017], [-1.667, 2.839, 0.158], [-3.095, 1.102, 0.845], [2.609, -3.015, -2.110], [-3.933, 3.345, 0.731], [-1.808, 1.491, 0.435], [3.438, -2.435, 3.166], [2.465, -1.705, 0.282], [4.267, 0.666, -2.286], [3.369, 1.520, 0.176], [3.184, 7.083, -0.336], [4.001, -0.107, 3.241], [4.889, -0.361, 4.275], [1.550, -2.177, -1.786], [0.022, 0.732, 3.262], [1.957, 0.847, -3.284], [-2.693, 3.795, 0.311], [-4.144, 1.994, 0.984], [4.718, 1.261, -0.007], [2.667, 7.394, 0.915], [1.818, 6.489, 1.531], [4.317, -2.688, 4.208], [1.985, 5.001, -0.359], [2.460, 1.338, -0.864], [5.168, 0.815, -1.243], [2.293, -0.956, 1.558], [-3.291, 0.051, 1.043], [3.841, 0.905, 2.901], [2.644, 5.364, -3.064], [5.442, 0.460, 4.716], [2.588, -3.540, -3.055], [2.848, -3.240, 2.746], [-5.124, 1.637, 1.279], [5.741, -1.843, 5.576], [2.450, 3.434, -1.569], [4.027, 6.412, -2.713], [-0.502, 4.347, -0.635], [0.715, -2.034, -2.462], [4.494, -3.783, -1.431], [2.469, 0.483, -4.175], [4.083, 4.700, -2.307], [1.413, 6.698, 2.513], [4.367, -2.595, 0.743], [2.971, 1.847, 1.130], [4.416, -3.696, 4.593], [4.615, 0.331, -3.256], [-1.682, 5.705, 0.604], [2.930, 8.324, 1.400], [-1.149, 1.996, 4.275], [5.408, 1.384, 0.818], [-3.397, 5.817, 0.226], [-4.742, 4.061, 0.843], [3.857, 7.775, -0.830], [0.339, 2.647, 3.782], [-2.246, 5.442, -1.044], [0.838, 4.585, 1.404], [1.523, 1.826, -3.510], [6.215, 0.586, -1.397], [1.106, 0.201, -3.064]]
}

{
  "formula": "C35H34BrFeIN5O3P2S2Te",
  "method": "ωB97M-V with the def2-TZVPD basis set",
  "relative_energy_kcal_mol": 25.5,
  "total_energy_ha": -7736.242119,
  "charge": -1,
  "species": ["I", "Te", "Br", "Fe", "S", "S", "P", "P", "O", "O", "O", "N", "N", "N", "N", "N", "C", "C", "C", "C", "C", "C", "C", "C", "C", "C", "C", "C", "C", "C", "C", "C", "C", "C", "C", "C", "C", "C", "C", "C", "C", "C", "C", "C", "C", "C", "C", "C", "C", "C", "C", "H", "H", "H", "H", "H", "H", "H", "H", "H", "H", "H", "H", "H", "H", "H", "H", "H", "H", "H", "H", "H", "H", "H", "H", "H", "H", "H", "H", "H", "H", "H", "H", "H", "H"],
  "xyz": [[-0.822, -1.790, -1.970], [0.282, 3.387, 0.793], [-3.394, -4.150, -1.479], [0.154, 0.638, 0.263], [7.938, 2.482, -4.681], [2.477, -4.354, -0.699], [-1.136, -0.327, 1.824], [1.900, 0.222, 1.829], [8.636, 1.280, -5.106], [7.861, 2.668, -3.247], [8.244, 3.677, -5.442], [5.299, 2.025, -4.229], [1.328, 1.338, -1.303], [5.996, 1.928, -6.484], [1.798, -1.920, -0.394], [-2.603, 1.421, -0.995], [2.616, 1.669, -1.127], [-3.113, -0.440, -3.368], [-5.052, -2.358, -2.881], [1.257, -1.057, 2.986], [2.083, -1.774, 3.850], [0.564, 4.523, 3.652], [2.302, 1.532, 3.034], [-3.756, -2.543, -2.422], [-1.580, 1.148, -0.521], [0.184, -2.968, 4.711], [-2.133, 4.599, 4.258], [-1.210, 5.054, 5.191], [0.894, 1.243, -2.563], [-2.064, 0.785, 2.917], [3.721, 1.499, -5.915], [1.553, -2.729, 4.701], [-2.775, -1.589, -2.664], [-4.404, -0.251, -3.829], [-1.706, 4.111, 3.031], [-2.428, -1.508, 1.318], [4.759, 1.624, -6.831], [-0.647, -2.249, 3.868], [2.752, -1.948, -1.381], [3.517, 1.798, -2.162], [4.055, 1.725, -4.591], [3.236, -3.179, -1.683], [-0.119, -1.294, 3.000], [3.600, -0.408, 1.493], [1.722, 1.379, -3.663], [-5.374, -1.210, -3.585], [1.559, -3.120, 0.047], [-0.349, 4.050, 2.708], [0.141, 5.021, 4.878], [3.077, 1.622, -3.472], [6.221, 2.113, -5.178], [-4.649, 0.655, -4.365], [2.922, 1.849, -0.106], [2.882, 1.112, 3.858], [2.207, -3.292, 5.356], [2.871, 2.318, 2.536], [-0.232, -3.716, 5.374], [-1.714, -2.437, 3.883], [1.387, 1.985, 3.413], [-3.015, -1.035, 0.529], [-3.193, 4.633, 4.482], [-1.388, 1.514, 3.362], [-1.542, 5.440, 6.147], [3.065, -1.021, -1.843], [4.289, -0.088, 2.276], [0.839, -3.337, 0.825], [-2.567, 0.218, 3.703], [3.967, -0.026, 0.542], [-6.388, -1.066, -3.935], [0.873, 5.385, 5.590], [3.984, -3.438, -2.414], [-2.367, 0.323, -3.533], [3.151, -1.592, 3.855], [1.622, 4.507, 3.418], [1.290, 1.286, -4.649], [-2.797, 1.320, 2.313], [-3.086, -1.750, 2.155], [-5.799, -3.115, -2.686], [4.578, 1.462, -7.890], [-1.987, -2.424, 0.927], [2.724, 1.239, -6.240], [4.555, 2.043, -1.979], [3.602, -1.494, 1.437], [-0.164, 1.060, -2.681], [-2.435, 3.786, 2.299]]
}

{
  "formula": "C35H34CdN8O4S",
  "method": "ωB97M-V with the def2-TZVPD basis set",
  "relative_energy_kcal_mol": 6.2,
  "total_energy_ha": -2659.159131,
  "charge": 0,
  "species": ["Cd", "S", "O", "O", "O", "O", "N", "N", "N", "N", "N", "N", "N", "N", "C", "C", "C", "C", "C", "C", "C", "C", "C", "C", "C", "C", "C", "C", "C", "C", "C", "C", "C", "C", "C", "C", "C", "C", "C", "C", "C", "C", "C", "C", "C", "C", "C", "C", "C", "H", "H", "H", "H", "H", "H", "H", "H", "H", "H", "H", "H", "H", "H", "H", "H", "H", "H", "H", "H", "H", "H", "H", "H", "H", "H", "H", "H", "H", "H", "H", "H", "H", "H"],
  "xyz": [[0.104, -0.784, 0.770], [-2.118, 1.161, -0.328], [1.633, 6.059, 1.520], [-3.488, 0.706, -0.237], [2.073, 5.735, -0.693], [-1.495, 1.575, 0.916], [0.111, -2.282, -1.272], [1.259, 0.103, 3.604], [1.913, -2.057, 1.487], [-0.669, -3.240, 1.500], [1.528, 1.100, 0.986], [-1.680, -0.738, 2.391], [-1.136, 0.048, -0.934], [2.537, -0.577, -0.984], [2.893, -1.411, -1.960], [-1.416, -0.642, -2.110], [1.375, 3.305, 1.899], [-0.761, -2.574, -3.511], [2.751, 0.279, -3.610], [1.260, 1.930, 2.002], [-0.111, 2.002, 4.090], [-3.145, 3.474, -1.296], [-1.863, -1.945, 3.197], [-0.667, -1.852, -2.301], [-1.924, 4.974, -2.726], [0.811, -4.151, -2.596], [2.045, 3.003, -0.352], [-2.393, -1.019, -4.309], [-0.508, 1.433, 5.287], [-2.293, -0.276, -3.113], [0.023, -3.742, -3.634], [3.015, -1.043, -3.285], [-2.083, 2.583, -1.368], [0.403, -4.044, 2.064], [1.808, -3.364, 2.133], [0.870, -0.428, 4.764], [-0.876, 4.067, -2.803], [-0.956, 2.861, -2.126], [-1.900, -3.153, 2.276], [2.398, 1.160, -2.607], [0.794, 1.316, 3.280], [-1.637, -2.132, -4.530], [0.001, 0.194, 5.644], [1.936, 1.636, -0.178], [2.300, 0.701, -1.291], [0.807, -3.381, -1.418], [-3.059, 4.674, -1.985], [1.741, 3.864, 0.688], [1.804, 5.397, 0.479], [-1.208, 1.952, 5.931], [-3.086, -0.677, -5.069], [-1.704, -2.689, -5.457], [2.821, 0.623, -4.635], [-1.014, -2.034, 3.880], [-0.021, -4.308, -4.558], [-3.874, 5.385, -1.929], [1.183, 3.977, 2.727], [-2.916, 0.597, -3.003], [-2.077, -4.057, 2.868], [-2.740, -3.054, 1.584], [2.371, 3.465, -1.274], [2.543, -4.047, 1.707], [0.119, -4.311, 3.084], [-4.018, 3.230, -0.702], [1.416, -5.045, -2.657], [2.502, -2.030, 0.664], [-1.542, 0.093, 2.953], [-2.505, -0.547, 1.829], [0.495, -4.989, 1.523], [3.309, -1.768, -4.032], [2.079, -3.248, 3.183], [3.089, -2.439, -1.665], [-0.500, 2.959, 3.769], [2.262, -1.343, 2.125], [-0.851, -3.473, 0.539], [2.189, 2.193, -2.847], [-1.848, 5.926, -3.237], [1.408, -3.697, -0.565], [1.287, -1.402, 5.008], [0.012, 4.312, -3.371], [-2.772, -1.911, 3.802], [-0.154, 2.136, -2.171], [-0.268, -0.284, 6.577]]
}

{
  "formula": "C35H34ClHoNOSi2",
  "method": "ωB97M-V with the def2-TZVPD basis set",
  "multiplicity": 5,
  "total_energy_ha": -3471.230230,
  "charge": 1,
  "species": ["Ho", "Cl", "Si", "Si", "O", "N", "C", "C", "C", "C", "C", "C", "C", "C", "C", "C", "C", "C", "C", "C", "C", "C", "C", "C", "C", "C", "C", "C", "C", "C", "C", "C", "C", "C", "C", "C", "C", "C", "C", "C", "C", "H", "H", "H", "H", "H", "H", "H", "H", "H", "H", "H", "H", "H", "H", "H", "H", "H", "H", "H", "H", "H", "H", "H", "H", "H", "H", "H", "H", "H", "H", "H", "H", "H", "H"],
  "xyz": [[-2.120, -2.442, -0.214], [-2.697, -0.392, -1.473], [0.426, 1.291, -0.342], [2.135, 2.638, 0.544], [-0.957, -3.978, -1.434], [-3.545, -3.618, -1.625], [-3.089, -4.607, -2.421], [1.534, -1.325, 0.095], [-0.376, 5.809, 1.541], [-1.594, -4.759, -2.517], [5.583, 2.668, -1.745], [0.086, 4.571, 1.081], [0.043, 0.702, 3.719], [3.006, 3.758, -1.884], [-1.694, 1.365, 1.612], [-3.686, -3.254, 1.538], [3.401, -0.982, -1.964], [1.458, 4.268, 1.125], [-2.126, 1.458, 2.939], [2.270, -0.166, -1.900], [1.417, -0.233, -0.781], [0.470, 0.607, 2.391], [-1.478, -3.913, 1.764], [-2.964, -2.175, 2.127], [1.891, 6.441, 2.118], [0.522, 6.746, 2.065], [-5.794, -4.162, -2.230], [-1.601, -2.581, 2.269], [3.373, 2.929, -0.808], [-1.251, 1.149, 3.983], [-0.363, 1.028, 1.336], [-4.876, -3.360, -1.568], [2.358, 5.203, 1.656], [-5.333, -5.238, -2.987], [5.246, 3.541, -2.789], [2.671, -2.136, 0.042], [3.617, -1.936, -0.961], [-2.773, -4.331, 1.319], [4.643, 2.345, -0.764], [-3.963, -5.453, -3.097], [3.951, 4.062, -2.869], [-6.033, -5.897, -3.494], [-0.592, -4.544, 1.820], [-0.575, 1.500, -1.397], [-1.575, 1.249, 5.019], [2.810, -2.915, 0.797], [-2.370, 1.569, 0.785], [5.988, 3.807, -3.541], [3.665, 4.713, -3.698], [-1.230, -4.384, -3.485], [-1.442, 6.036, 1.492], [-4.767, -3.291, 1.388], [-3.509, -6.252, -3.683], [4.523, -2.545, -0.986], [4.884, 1.646, 0.041], [6.578, 2.236, -1.699], [-1.309, -5.811, -2.405], [-0.631, 3.837, 0.702], [1.486, 0.261, 2.192], [-6.850, -3.935, -2.120], [0.745, 0.450, 4.520], [3.420, 4.959, 1.719], [0.161, 7.714, 2.426], [-0.834, -2.027, 2.802], [-3.142, 1.789, 3.160], [4.111, -0.872, -2.790], [2.818, 1.993, 1.686], [2.597, 7.162, 2.518], [1.987, 4.157, -1.944], [0.000, -4.166, -1.388], [0.787, -1.489, 0.873], [-5.158, -2.477, -0.989], [2.070, 0.566, -2.689], [-3.042, -5.332, 0.980], [-3.389, -1.242, 2.495]]
}

{
  "formula": "C35H34ClNOSi2Ti",
  "method": "ωB97M-V with the def2-TZVPD basis set",
  "total_energy_ha": -3372.227054,
  "charge": 2,
  "species": ["Ti", "Cl", "Si", "Si", "O", "N", "C", "C", "C", "C", "C", "C", "C", "C", "C", "C", "C", "C", "C", "C", "C", "C", "C", "C", "C", "C", "C", "C", "C", "C", "C", "C", "C", "C", "C", "C", "C", "C", "C", "C", "C", "H", "H", "H", "H", "H", "H", "H", "H", "H", "H", "H", "H", "H", "H", "H", "H", "H", "H", "H", "H", "H", "H", "H", "H", "H", "H", "H", "H", "H", "H", "H", "H", "H", "H"],
  "xyz": [[0.468, -0.614, 2.845], [2.071, -1.753, 1.825], [0.444, -0.336, -2.135], [1.300, 1.402, -0.439], [0.600, 1.439, 3.254], [1.582, -0.441, 4.649], [0.164, -2.749, -5.480], [-0.829, -1.934, 4.003], [0.365, 4.063, -0.910], [0.052, 2.775, -0.453], [-0.831, -3.685, -0.498], [-0.243, -2.431, -0.648], [-2.872, -2.791, -1.405], [0.729, -3.955, -5.067], [1.785, 0.774, 5.212], [1.480, -3.982, -3.888], [-0.679, 3.322, -4.865], [-1.336, 1.395, -3.549], [-0.666, 4.966, -1.188], [1.684, -2.814, -3.141], [-1.787, -0.102, 2.946], [0.953, -1.648, -3.443], [1.003, 1.891, 4.612], [3.250, -1.322, 6.125], [-1.548, -1.106, 1.960], [-0.966, -2.243, 2.609], [-1.280, 2.462, -0.095], [-1.356, -0.613, 4.212], [-2.144, -3.894, -0.939], [3.496, -0.057, 6.665], [-2.304, 3.355, -0.430], [1.005, 1.839, -3.948], [0.280, -1.603, -4.675], [0.004, 1.075, -3.316], [-1.671, 2.525, -4.301], [2.727, 1.001, 6.208], [2.239, -1.499, 5.191], [-2.256, -1.545, -1.621], [-1.997, 4.625, -0.933], [0.661, 2.966, -4.705], [-0.880, -1.403, -1.369], [-1.526, -0.138, 5.178], [4.279, 0.097, 7.398], [-2.588, -4.901, -0.908], [3.831, -2.190, 6.420], [0.111, 2.134, 2.768], [1.912, -4.924, -3.552], [-2.801, 5.347, -1.106], [-0.261, -4.506, -0.063], [1.953, -2.486, 4.821], [-0.950, 4.206, -5.439], [1.633, 2.783, 4.510], [1.439, 3.582, -5.156], [-3.938, -2.914, -1.618], [-0.428, 5.944, -1.602], [-2.839, -0.693, -1.969], [0.764, -2.268, -0.257], [0.100, 2.138, 5.196], [-2.722, 2.783, -4.426], [2.366, -2.819, -2.291], [-1.526, 1.508, 0.396], [2.457, 1.962, 0.264], [2.059, 1.583, -3.802], [-2.349, 0.817, 2.775], [-0.199, -0.677, -5.003], [-0.385, -2.684, -6.418], [-0.777, -3.208, 2.149], [0.596, -4.859, -5.668], [-1.883, -1.078, 0.930], [-2.118, 0.786, -3.094], [2.829, 2.025, 6.561], [1.407, 4.347, -1.062], [-3.341, 3.050, -0.270], [-0.501, -2.627, 4.777], [0.701, 0.525, 0.686]]
}